Molecular formula: C25H26AsBr2NOPd
Method: DFT, ωB97M-V with the def2-TZVPD basis set

ORCA input file:
```
! wB97M-V def2-TZVPD RIJCOSX def2/J DEFGRID3
* xyz 2 5
Pd 0.107 -0.078 -0.123
Br 3.739 -2.577 -3.072
C 1.915 -2.526 -3.403
C 1.379 -3.202 -4.479
C 0.015 -3.174 -4.724
Br -0.634 -4.137 -6.168
C -0.890 -2.420 -3.892
C -2.276 -2.335 -4.100
C -3.034 -1.555 -3.262
C -2.403 -0.868 -2.224
N -1.101 -0.950 -2.001
C -0.356 -1.714 -2.813
C 1.079 -1.774 -2.501
O 1.529 -1.198 -1.494
H 2.028 -3.764 -5.136
H -2.736 -2.876 -4.915
H -4.102 -1.463 -3.401
H -2.970 -0.223 -1.562
C 1.571 2.240 3.500
C 2.668 1.467 2.779
As 2.283 0.960 0.945
C 2.621 2.544 -0.135
C 1.402 3.460 -0.250
C 3.773 -0.222 0.532
C 5.138 0.457 0.645
H 1.900 2.481 4.511
H 0.655 1.656 3.586
H 1.340 3.184 3.003
H 2.906 0.535 3.290
H 3.585 2.052 2.699
H 2.925 2.173 -1.113
H 3.470 3.068 0.301
H 0.529 2.929 -0.641
H 1.607 4.287 -0.930
H 1.130 3.893 0.713
H 3.595 -0.600 -0.472
H 3.696 -1.070 1.214
H 5.219 1.323 -0.013
H 5.917 -0.247 0.352
H 5.358 0.777 1.662
C -4.718 -1.915 2.175
C -3.586 -2.479 1.608
C -2.488 -1.682 1.280
C -2.491 -0.309 1.526
C -1.358 0.514 1.229
C -1.395 1.869 1.643
C -2.524 2.428 2.198
C -3.654 1.631 2.439
C -3.649 0.260 2.129
C -4.755 -0.549 2.431
H -5.566 -2.538 2.426
H -3.554 -3.545 1.424
H -1.604 -2.139 0.854
H -0.523 2.494 1.504
H -2.539 3.478 2.459
H -4.536 2.066 2.896
H -5.637 -0.098 2.870
*
```

Output
* orbital gap (alpha / beta): 7.200 / 6.047 eV
* strongest force on any atom: 0.0106 Eh/bohr
* LUMO (alpha / beta): -6.11 / -8.89 eV
* ⟨S²⟩: 6.06
* HOMO (alpha / beta): -13.3 / -14.9 eV

Molecular formula: C25H26Cl5IN2Ru
Method: DFT, ωB97M-V with the def2-TZVPD basis set

ORCA input file:
```
! wB97M-V def2-TZVPD RIJCOSX def2/J DEFGRID3
* xyz 1 2
Ru 0.103 0.224 0.249
Cl -1.540 1.921 -1.290
C -0.915 2.801 0.076
C -0.122 2.046 0.910
C 0.369 2.633 2.069
Cl 1.334 1.708 3.168
C 0.084 3.968 2.353
Cl 0.675 4.687 3.791
C -0.693 4.721 1.462
Cl -1.024 6.367 1.795
C -1.206 4.134 0.306
Cl -2.176 5.010 -0.800
C 1.454 -4.075 5.669
C 2.548 -3.455 4.800
C 3.419 -4.576 4.214
C 3.407 -2.530 5.674
C 1.971 -2.634 3.655
C 2.813 -1.937 2.791
C 2.281 -1.149 1.796
N 0.960 -1.025 1.607
C 0.125 -1.719 2.402
C 0.604 -2.525 3.416
C -1.331 -1.553 2.121
C -2.322 -2.008 2.958
C -3.670 -1.789 2.647
C -3.937 -1.104 1.469
C -2.891 -0.668 0.675
N -1.613 -0.891 0.984
C -4.756 -2.288 3.588
C -6.151 -1.891 3.110
C -4.670 -3.820 3.661
C -4.520 -1.690 4.983
H 1.918 -4.622 6.490
H 0.840 -4.785 5.110
H 0.805 -3.314 6.109
H 3.843 -5.169 5.025
H 4.245 -4.182 3.621
H 2.830 -5.241 3.580
H 3.789 -3.089 6.529
H 2.822 -1.690 6.053
H 4.263 -2.130 5.129
H 3.888 -2.002 2.884
H 2.915 -0.587 1.128
H -0.094 -3.076 4.026
H -2.059 -2.518 3.873
H -4.948 -0.894 1.156
H -3.074 -0.132 -0.245
H -6.392 -2.333 2.141
H -6.264 -0.807 3.039
H -6.890 -2.251 3.826
H -4.823 -4.271 2.679
H -5.443 -4.196 4.332
H -3.704 -4.155 4.043
H -4.510 -0.599 4.949
H -3.580 -2.028 5.421
H -5.324 -2.001 5.650
I 1.492 0.934 -2.900
C 1.641 0.059 -0.991
H 2.546 0.460 -0.534
H 1.727 -1.023 -1.135
*
```

Output
* orbital gap (alpha / beta): 6.819 / 7.246 eV
* strongest force on any atom: 0.0377 Eh/bohr
* LUMO (alpha / beta): -3.99 / -4.09 eV
* ⟨S²⟩: 0.76
* energy relative to the best compared isomer or geometry (same formula, charge and spin): 0.590 eV
* HOMO (alpha / beta): -10.8 / -11.3 eV

Molecular formula: C25H26ClCoOPS3
Method: DFT, ωB97M-V with the def2-TZVPD basis set

ORCA input file:
```
! wB97M-V def2-TZVPD RIJCOSX def2/J DEFGRID3
* xyz 2 4
Co -0.061 0.055 -0.004
C 1.687 1.447 2.508
C 0.269 1.835 2.905
S -0.934 1.697 1.547
C -2.292 0.761 2.299
C -1.966 -0.649 2.769
S -1.128 -1.678 1.518
C 0.268 -2.334 2.470
C 1.281 -1.318 2.981
S 1.866 -0.166 1.704
H 2.333 1.461 3.387
H 2.108 2.158 1.795
H 0.261 2.875 3.229
H -0.094 1.235 3.739
H -3.072 0.762 1.537
H -2.667 1.351 3.136
H -2.896 -1.152 3.032
H -1.345 -0.635 3.663
H 0.735 -3.070 1.815
H -0.151 -2.884 3.313
H 2.154 -1.853 3.353
H 0.882 -0.739 3.812
Cl -1.275 1.785 -1.639
C -1.885 0.958 -3.068
C -2.637 1.710 -3.951
C -3.200 1.081 -5.052
C -3.019 -0.282 -5.245
C -2.259 -1.015 -4.347
C -1.655 -0.398 -3.250
P -0.675 -1.351 -2.066
C -1.120 -3.090 -2.263
C -2.181 -3.564 -1.489
C -2.622 -4.870 -1.632
C -2.004 -5.706 -2.550
C -0.951 -5.238 -3.325
C -0.505 -3.933 -3.189
C 1.049 -1.319 -2.726
C 1.335 -0.889 -4.022
C 2.605 -1.086 -4.548
C 3.571 -1.751 -3.804
C 3.273 -2.236 -2.535
C 2.010 -2.039 -2.006
H -2.788 2.766 -3.773
H -3.793 1.658 -5.747
H -3.471 -0.777 -6.093
H -2.122 -2.077 -4.501
H -2.666 -2.910 -0.772
H -3.445 -5.232 -1.030
H -2.345 -6.726 -2.667
H -0.474 -5.892 -4.043
H 0.311 -3.582 -3.807
H 0.593 -0.357 -4.605
H 2.837 -0.737 -5.545
H 4.560 -1.899 -4.217
H 4.020 -2.783 -1.975
H 1.775 -2.437 -1.022
O 2.575 1.382 -1.537
C 1.680 0.835 -1.141
*
```

Output
* orbital gap (alpha / beta): 8.798 / 7.315 eV
* strongest force on any atom: 0.0239 Eh/bohr
* LUMO (alpha / beta): -5.30 / -6.94 eV
* ⟨S²⟩: 3.76
* energy relative to the best compared isomer or geometry (same formula, charge and spin): 0.000 eV
* HOMO (alpha / beta): -14.1 / -14.3 eV